Arrangement one

C4H8S2 | ωB97M-V/def2-TZVPD

Calculated values
M   120.24 g/mol
LUMO   -0.01 eV
Spin multiplicity   1
SMILES string   CCC(=S)SC

CARTESIAN COORDINATES (ANGSTROEM)
S 0.25 1.48 -0.37
H 1.90 2.81 0.37
H -2.15 0.35 -0.70
C -1.60 -0.58 -0.67
S 0.90 -1.26 0.27
H -2.13 -1.28 1.33
H -1.56 -0.99 -1.70
H 2.63 1.19 0.27
C -0.18 -0.12 -0.15
H 1.59 1.69 1.68
C -2.20 -1.61 0.29
H -1.75 -2.56 0.04
C 1.72 1.78 0.59
H -3.30 -1.64 0.02

***

Arrangement two

C4H8S2 | ωB97M-V/def2-TZVPD

Calculated values
M   120.24 g/mol
LUMO   -0.14 eV
Spin multiplicity   1
SMILES string   C[C@H](C=S)CS

CARTESIAN COORDINATES (ANGSTROEM)
H 0.26 2.70 0.30
H -0.09 0.56 1.43
S 2.56 -0.74 -0.12
C 0.07 0.59 0.28
H -1.42 2.17 -0.20
C -0.70 -0.65 -0.20
H -0.49 -1.55 0.40
H 1.99 1.43 0.73
H -0.61 -0.81 -1.28
C -0.33 2.02 -0.22
H -0.06 2.31 -1.19
H -2.78 -1.50 0.91
C 1.64 0.49 0.31
S -2.61 -0.50 -0.01

***

Arrangement three

C4H8S2 | ωB97M-V/def2-TZVPD

Calculated values
M   120.24 g/mol
LUMO   0.75 eV
Spin multiplicity   1
SMILES string   C[C@@H]1CC1(S)S

CARTESIAN COORDINATES (ANGSTROEM)
C -0.70 0.43 -0.17
H 1.97 -1.50 1.26
H -0.36 -1.82 0.38
H 0.60 0.16 -1.94
S -2.61 0.39 0.15
H -1.17 2.83 0.36
C -0.19 -0.23 -1.36
H 2.25 -0.77 -0.31
H -0.84 -0.93 -1.90
S -0.04 2.10 0.34
H -2.48 0.71 1.43
C 0.17 -0.85 0.11
C 1.60 -0.68 0.58
H 1.80 0.17 1.07

***

Name the least stable of them. arrangement three.

***

Arrangement one

C4H8S2 | ωB97M-V/def2-TZVPD

Calculated values
M   120.24 g/mol
LUMO   0.05 eV
Spin multiplicity   1
SMILES string   CCC(=S)SC

CARTESIAN COORDINATES (ANGSTROEM)
C -1.62 -0.46 -0.60
H 2.72 0.37 -0.42
H -1.91 -1.23 1.41
H -1.40 -1.48 -0.94
C 2.35 -0.27 0.39
C -2.45 -0.57 0.67
C -0.28 0.16 -0.32
H -2.61 0.41 1.19
H 2.15 0.32 1.29
S 0.89 -1.10 -0.18
S 0.09 1.74 -0.02
H -2.20 0.14 -1.31
H 2.98 -1.06 0.78
H -3.53 -0.81 0.49

***

Arrangement two

C4H8S2 | ωB97M-V/def2-TZVPD

Calculated values
M   120.24 g/mol
LUMO (alpha / beta)   -0.37 / -1.90 eV
Spin multiplicity   1

CARTESIAN COORDINATES (ANGSTROEM)
C 0.24 -0.16 1.94
H -2.53 0.79 -2.85
S 2.19 0.60 -1.09
C -0.24 -0.11 0.50
H -0.83 -1.38 -1.12
H -0.44 -0.91 2.47
C 0.03 -1.15 -0.53
H 0.57 -2.04 -0.14
H 2.01 1.96 -0.74
C 0.61 0.12 -0.76
S -1.43 1.60 -2.81
H -0.12 0.82 2.27
H -1.29 0.26 0.65
H 1.22 -0.40 2.21

***

Arrangement three

C4H8S2 | ωB97M-V/def2-TZVPD

Calculated values
M   120.24 g/mol
LUMO   -0.36 eV
Spin multiplicity   1

CARTESIAN COORDINATES (ANGSTROEM)
H -1.42 -0.46 1.76
H 0.04 1.36 0.81
S 3.01 0.76 0.26
H 1.87 -2.00 1.23
H 0.87 1.10 -1.63
H 3.63 1.04 -0.95
H -1.80 -0.68 0.08
H -0.38 -0.21 -1.88
C -0.16 0.56 0.18
C 0.91 -0.37 -0.27
C 0.19 0.40 -1.26
C -1.45 0.00 0.72
H -2.12 0.72 0.93
S 1.23 -2.13 -0.02

***

Name the least stable of them. arrangement two.

***

Arrangement one

C20H28N2O3 | ωB97M-V/def2-TZVPD

Calculated values
M   344.45 g/mol
LUMO   0.60 eV
Spin multiplicity   1
SMILES string   COCCCN1C(=O)c2ccccc2[C@H]1C(=O)NC1CCCCCC1

CARTESIAN COORDINATES (ANGSTROEM)
C 0.43 -2.43 -0.47
H 2.94 0.98 4.30
H 2.50 3.25 4.72
C -4.46 1.25 -0.53
H -0.60 3.88 1.86
C -0.77 -0.53 0.61
C 2.01 -3.98 0.38
H -3.10 2.01 -3.39
H 1.06 0.07 -0.06
C 0.80 -3.32 0.52
H -1.37 -0.03 -3.53
H 2.74 0.77 1.90
C -0.78 -1.54 -0.57
H 0.79 4.56 3.90
H 1.97 2.63 0.84
C 2.83 -3.74 -0.72
H -1.70 1.27 -0.78
H -5.44 0.78 -0.41
H 3.77 -4.27 -0.80
C -3.05 1.96 -2.30
C -1.73 1.32 -1.87
H 2.88 3.18 3.01
C -1.61 -0.09 -2.46
C 2.14 2.89 3.76
H 1.20 1.12 4.50
H -3.72 0.69 0.05
H 3.09 -2.65 -2.56
H 2.32 -4.69 1.13
H -0.90 1.94 -2.21
H 0.16 -3.50 1.37
O 0.98 -0.76 -3.52
H 1.70 -0.40 2.70
O -1.68 -0.46 1.40
N -0.58 -0.89 -1.85
H -1.73 -2.08 -0.54
H -3.11 2.99 -1.90
H 0.97 4.62 1.58
N 0.35 0.21 0.65
H -4.51 2.28 -0.16
C 2.47 -2.84 -1.70
H -2.57 -0.60 -2.35
H 0.36 2.62 0.13
C 0.80 3.57 3.45
C 0.48 3.72 1.96
C 2.03 1.37 3.84
H 0.01 2.99 3.94
C 0.90 2.55 1.08
C 1.26 -2.19 -1.57
C 0.60 -1.21 -2.46
O -4.19 1.23 -1.92
C 1.84 0.67 2.50
H -0.26 1.20 2.32
C 0.64 1.17 1.70

***

Arrangement two

C20H28N2O3 | ωB97M-V/def2-TZVPD

Calculated values
M   344.45 g/mol
LUMO   0.70 eV
Spin multiplicity   1
SMILES string   CCCCCC[C@H]1/C(=N\NC(=O)c2ccccc2)CC[C@@H]1C(=O)OC

CARTESIAN COORDINATES (ANGSTROEM)
C 2.01 1.63 -1.89
H -2.24 2.91 2.15
H 1.38 3.41 0.91
H 3.88 4.44 -1.73
N 1.48 -1.04 -0.99
H 0.49 4.91 0.66
C -1.36 3.01 1.52
H 1.61 4.76 2.01
C 4.62 2.45 -1.46
H 0.16 3.05 3.06
C -2.21 -2.23 0.90
C -0.96 1.63 0.99
H 0.04 1.69 0.57
H -0.53 0.94 2.99
H 0.75 -0.50 1.44
C -2.16 -3.53 0.08
C -1.01 0.56 2.08
H 1.56 3.71 -2.15
H -1.24 -0.72 -0.27
C 2.99 0.68 -1.63
H -5.59 -0.06 1.26
C -0.29 -0.73 1.68
C -3.48 -1.46 0.60
N 1.01 -2.30 -0.81
H -0.32 -4.30 0.93
O -3.61 -0.67 -0.30
H -2.05 0.33 2.33
H 0.91 -0.26 -0.70
H -2.74 -4.33 0.54
H -0.69 4.57 2.83
C -0.95 -1.45 0.49
H -0.40 -4.50 -0.82
H -1.65 1.36 0.19
C 3.63 3.39 -1.71
C 0.88 4.23 1.42
H -6.12 -1.44 0.27
H 5.64 2.76 -1.30
C 2.71 -0.78 -1.55
H -6.36 -1.48 2.05
C -0.25 3.72 2.30
O -4.45 -1.78 1.45
C -0.66 -3.84 0.00
H 5.06 0.35 -1.25
C -5.71 -1.15 1.24
H 0.99 1.33 -2.11
C 2.33 2.98 -1.93
H -2.55 -3.35 -0.93
O 3.50 -1.63 -1.88
H -2.20 -2.47 1.97
H -1.64 3.65 0.67
C -0.05 -2.49 -0.15
H -0.27 -1.42 2.53
C 4.30 1.10 -1.43

***

Name the least stable of them. arrangement two.

***

Arrangement one

C52H59BFeN6P2S5 | ωB97M-V/def2-TZVPD

Calculated values
Expectation value of S²   8.9193
M   1057.03 g/mol
LUMO (alpha / beta)   -3.55 / -3.20 eV
Spin multiplicity   6
Total charge   +1

CARTESIAN COORDINATES (ANGSTROEM)
H 2.57 7.37 -0.31
P 0.54 -2.90 -2.29
H -1.19 3.35 5.53
H -0.26 -3.74 0.53
C 4.49 -3.19 -0.22
C -2.63 1.79 -2.98
C -1.19 -4.98 -2.48
C 1.83 -6.43 1.20
C 6.73 -3.71 0.50
H -3.31 1.77 -3.82
H -1.40 5.96 0.72
H 1.21 -1.98 -4.93
H 2.69 -5.42 -0.48
H 7.48 -3.72 1.28
C 1.36 -3.71 -3.68
N 0.86 2.87 0.60
C -2.26 3.13 5.56
N -1.48 2.31 2.31
H -4.55 1.82 4.75
C -2.16 1.97 3.37
H 6.28 -4.57 -2.74
P 2.85 -2.56 0.29
C 2.22 -4.05 1.11
N -2.34 1.61 -0.62
C 1.74 -3.94 2.41
C 4.79 -3.68 -1.49
H 2.99 -6.57 -4.46
C -0.43 1.87 -2.09
C 1.33 -6.31 2.49
B -0.23 1.86 0.36
C 2.28 -5.31 0.52
H -3.15 5.20 4.05
H -1.49 2.04 -5.32
C 0.69 6.52 0.45
C 4.48 3.29 1.38
H -6.15 2.55 -0.35
H 0.42 8.24 1.73
H -3.09 4.43 2.46
H -1.02 -4.86 -3.54
C 1.61 -2.98 -4.84
H 4.57 2.70 2.30
C -0.96 0.02 1.86
H -0.70 -2.16 3.74
C 6.06 -4.19 -1.76
H 1.48 6.76 -1.57
C -2.23 0.61 3.78
S -0.33 -1.15 0.78
H -0.02 2.80 -4.68
H -1.87 -5.41 1.29
H 5.05 4.21 1.50
N 0.39 4.12 0.44
H -3.08 -6.81 -0.35
C -2.66 4.42 3.46
C -0.70 1.96 -4.58
C -2.36 -6.07 -0.69
C -1.70 -1.82 3.45
H -4.45 -0.71 -0.82
S 1.29 1.73 -2.15
N -0.90 1.33 1.60
C -2.85 3.07 4.15
H -0.12 1.05 -4.77
H 5.24 -2.82 1.76
H -1.60 4.67 3.36
C 1.85 -5.01 -3.55
H -1.14 7.53 -0.06
C -4.60 1.40 -1.34
H -5.42 1.95 -3.29
C -0.49 -4.20 -1.56
C 1.97 -2.28 -1.30
H 3.27 5.70 1.02
S -0.50 -1.29 -2.73
C -5.11 2.68 -0.68
Fe 1.35 -0.30 -0.72
C 3.05 3.60 1.08
C 2.61 -5.57 -4.56
C 0.81 7.23 1.80
H 3.46 -5.27 -6.51
C 2.87 -4.83 -5.72
C -4.76 0.23 -0.36
C -1.65 -0.38 3.05
H -5.09 3.52 -1.38
C -3.13 1.59 -1.67
C 1.22 5.11 0.59
C -1.28 1.90 -3.20
H 1.63 -5.58 -2.66
C 1.29 -5.06 3.10
H 0.92 -4.97 4.11
H 0.23 6.70 2.57
H -5.07 0.22 -3.11
C 7.03 -4.20 -0.76
S 2.56 0.89 1.04
C 2.59 4.87 0.92
H 2.56 -2.98 -6.76
H 8.02 -4.59 -0.98
H -2.40 2.19 6.10
H -2.38 -1.96 4.28
H 4.05 -3.69 -2.28
H 1.88 -7.41 0.72
H -4.16 0.38 0.54
C -1.68 -5.29 0.23
C -0.76 -4.35 -0.20
H -4.50 2.94 0.19
H 0.99 -7.18 3.02
H -2.65 -6.51 -2.77
C -0.78 6.50 0.01
C -2.12 -5.91 -2.05
H 1.84 7.29 2.14
H -2.77 0.36 4.69
H -0.90 6.02 -0.96
H -5.81 0.13 -0.07
C 1.52 7.27 -0.60
H -4.78 2.68 3.22
H -6.47 0.94 -2.31
H 1.71 -2.96 2.88
H 1.12 8.27 -0.74
H -2.75 3.91 6.14
H 4.92 2.70 0.58
H -2.01 -2.44 2.61
C 5.47 -3.21 0.77
H -4.87 3.55 4.76
C -5.43 1.11 -2.59
C 2.36 -3.55 -5.86
C -4.35 2.75 4.22
S 2.85 -1.13 -2.19
N -1.01 1.82 -0.83
C 2.11 2.54 0.90

***

Arrangement two

C52H59BFeN6P2S5 | ωB97M-V/def2-TZVPD

Calculated values
Expectation value of S²   8.8727
M   1057.03 g/mol
LUMO (alpha / beta)   -3.05 / -3.31 eV
Spin multiplicity   6
Total charge   +1

CARTESIAN COORDINATES (ANGSTROEM)
C 0.15 -4.25 -0.14
Fe 1.66 2.01 0.82
H -1.66 -1.53 4.92
H 1.00 2.60 -5.42
H -5.02 1.49 0.14
C -4.74 -0.43 1.12
H -1.36 7.45 2.21
H -1.76 -0.79 -5.62
C -5.62 -0.04 2.32
C 0.34 2.24 -2.08
N -1.37 0.64 -1.76
C -3.68 -0.02 -3.88
N -2.15 3.45 -0.24
C 3.88 -0.90 3.75
H -6.67 -0.18 2.05
H 2.84 -0.63 3.62
H -0.43 6.27 3.17
H -3.86 6.86 -1.30
S 1.48 -0.10 -0.28
C 1.16 2.87 -4.38
C -0.77 0.46 2.28
H -0.32 -4.44 0.81
C 6.39 -2.57 -1.41
H -1.64 -2.25 -2.19
C 3.79 -4.49 0.97
C -3.93 5.96 -1.90
H -2.95 6.53 0.73
H -3.34 3.40 -2.65
H 7.60 -1.80 4.22
H -5.98 -2.09 0.52
H -5.37 3.92 0.51
C 5.70 -1.56 5.17
C -4.94 -1.92 0.80
C 1.17 -3.31 -0.23
C -0.60 1.13 -3.95
C 2.48 -1.01 0.77
C 0.27 2.07 -3.49
C 5.72 -2.13 -0.28
P 1.73 -2.55 1.34
C 6.09 -1.21 2.83
C -0.25 -4.95 -1.27
H 6.86 -3.55 -1.40
H 6.77 -1.18 1.99
H 0.30 7.00 1.75
H 0.97 3.94 -4.26
C 4.24 -4.73 3.70
N -1.00 3.32 0.45
C -2.36 -0.69 -3.51
H -6.19 0.24 -0.32
C -3.28 -0.19 1.48
H -1.04 -5.69 -1.19
C -2.36 5.62 0.65
N -1.31 0.87 1.11
C 5.20 -0.06 -1.42
C -1.49 -0.48 3.07
C -1.40 0.39 -3.04
C -0.89 -1.08 4.30
C 4.36 -1.22 5.01
S 1.51 3.23 -1.33
C -0.64 6.63 2.16
C 1.77 -3.06 -1.46
H -5.23 5.68 0.51
H 2.56 -2.32 -1.55
H -3.04 5.91 -2.54
H 2.67 -3.29 3.93
C 5.87 -0.52 -2.54
H -4.73 -2.55 1.66
H 5.31 -5.98 0.74
C -2.56 -1.71 -2.39
C -4.20 3.48 -1.97
C 5.12 -0.86 -0.28
C 3.27 -3.86 3.23
C -2.81 4.56 -0.19
H 0.02 -5.25 -3.37
H 5.93 0.11 -3.42
C 0.34 -4.70 -2.49
H 3.61 -4.42 -0.09
H -3.33 -1.53 3.19
H -0.17 -1.85 4.01
H 5.73 -6.18 3.17
H 5.65 -2.76 0.59
H -6.18 4.88 -0.74
H -5.42 -0.65 3.20
S 0.69 1.12 2.84
H -5.10 3.59 -2.56
H 1.82 -3.55 -3.55
P 4.08 -0.31 1.09
C 6.56 -1.56 4.08
C -5.14 0.42 -0.08
C 1.35 -3.75 -2.59
H 6.07 -1.82 6.15
C 4.98 -5.49 2.81
H -4.31 -2.23 -0.03
C -2.73 -0.82 2.63
C 4.74 -0.90 2.65
C -5.28 4.80 -0.13
C 6.47 -1.77 -2.54
B -0.49 1.86 0.22
N -0.54 1.57 -1.31
H -0.80 -1.83 -4.54
C 4.75 -5.38 1.44
S 4.04 1.71 1.12
H -0.66 0.93 -5.01
H -4.80 6.06 -2.54
C -1.18 5.52 1.31
H -2.46 -2.26 -4.98
H 4.74 0.92 -1.42
C -1.80 -1.43 -4.74
H -4.25 2.55 -1.40
C -4.05 4.69 -1.04
H 2.20 2.71 -4.12
H 7.00 -2.12 -3.41
H -4.53 0.19 -0.95
S 1.15 4.22 1.78
H -0.36 -0.33 4.88
H 4.40 -4.83 4.77
C 3.05 -3.70 1.86
H -5.48 1.01 2.59
H -3.33 -2.43 -2.68
H -2.87 -1.22 -1.47
N -2.57 0.61 0.75
H -3.55 0.65 -4.74
C -0.42 4.31 1.15
H -4.07 0.58 -3.05
H 3.69 -1.21 5.86
H -4.43 -0.77 -4.15

***

Name the least stable of them. arrangement one.

***

Arrangement one

C4H12O | ωB97M-V/def2-TZVPD

Calculated values
M   76.14 g/mol
LUMO   0.98 eV
Spin multiplicity   1
SMILES string   CCO.CC

CARTESIAN COORDINATES (ANGSTROEM)
H -0.29 -1.13 -0.12
O -0.39 2.59 1.58
H 0.27 0.01 1.64
C 1.10 0.61 1.36
H 0.15 -0.38 -1.63
H 1.79 0.26 0.59
H -1.52 -0.38 -1.06
H 1.69 0.63 2.28
H -1.99 -2.60 -1.40
C 0.82 2.08 1.01
H -1.16 -2.21 -2.91
H -0.97 1.87 1.85
C -0.62 -0.99 -1.15
H 0.89 2.32 -0.05
H 1.55 2.67 1.51
C -1.03 -2.29 -1.83
H -0.30 -3.07 -1.66

***

Arrangement two

C4H12O | ωB97M-V/def2-TZVPD

Calculated values
M   76.14 g/mol
LUMO   1.00 eV
Spin multiplicity   1
SMILES string   CCO.CC

CARTESIAN COORDINATES (ANGSTROEM)
H -0.65 1.57 2.47
H 0.13 0.67 3.80
H -0.96 -1.13 2.52
H -0.55 0.58 -3.15
H 0.32 -0.64 -0.67
C 0.38 -0.68 -1.74
C 0.10 0.82 2.72
H -0.53 -0.34 0.99
H 1.11 1.13 2.44
H -1.10 -1.34 -2.94
C 0.03 0.76 -2.24
C -0.21 -0.50 2.02
H 1.43 -0.90 -1.95
H 0.86 1.42 -2.56
O -0.52 -1.64 -2.21
H -0.44 1.42 -1.52
H 0.61 -1.20 2.01

***

Name the least stable of them. arrangement two.